1.
Density functional theory data (ωB97M-V/def2-TZVPD) for a cluster of 3 separate species, C21H45BNO12PS in total.

XYZ file:
```
82
Properties=species:S:1:pos:R:3:forces:R:3
C -6.68526 0.93809 3.94963 0.2794 0.0138 -0.0503
C -6.54071 1.28318 2.48048 -0.0413 -0.1990 0.0427
O -5.18290 1.00622 2.08428 0.0485 0.3793 0.0785
B -4.73304 1.30421 0.84443 -0.0846 -0.1829 -0.4792
O -5.55226 1.55930 -0.23122 0.2216 -0.0040 0.1607
C -3.14117 1.35387 0.71318 0.2999 0.0259 0.3006
C -2.50704 2.44415 1.58769 -0.0798 0.2394 -0.2381
O -1.20438 2.08839 1.97671 0.0622 0.0433 -0.0697
C -0.27732 3.12985 1.85943 0.0292 -0.0696 -0.1175
O 0.87722 2.66120 2.46304 0.0327 -0.0287 0.0951
C 1.91644 3.62501 2.43650 0.0574 -0.0305 -0.0941
C 3.13239 3.04504 3.13940 -0.1995 -0.0291 -0.0679
O 4.07269 2.50323 2.22940 0.1066 -0.0138 0.0642
O -2.68926 1.62693 -0.64393 0.1895 0.0399 0.1847
C -1.46955 1.06689 -0.76883 -0.0449 -0.1708 0.1119
O -0.61277 1.39358 -1.51451 0.0469 0.0002 -0.2074
O -1.35311 0.01046 0.10542 -0.0732 0.0345 0.0079
C -2.54010 -0.07064 0.84856 -0.6219 0.0344 0.0477
O -3.47685 -0.96037 0.20462 -0.0964 0.0782 0.4147
N -2.93307 -1.57750 -1.12217 0.3488 0.0576 -0.3483
O -2.61528 -2.64682 -0.95009 -0.1743 -0.2002 -0.0006
P -2.29575 -1.02467 2.44906 0.5076 -0.2470 -0.0333
O -3.77994 -1.41678 2.88527 -0.0605 0.0923 0.0164
O -1.88027 0.05341 3.54551 -0.2736 -0.0417 -0.0668
S -1.11591 -2.51652 2.23188 -0.0872 0.1669 0.0085
H -6.06640 0.06861 4.17293 -0.1423 -0.1075 -0.0044
H -7.72118 0.71784 4.19989 -0.0137 0.0629 0.0418
H -6.32230 1.75114 4.57763 -0.0649 0.0093 0.0238
H -6.73730 2.33999 2.29983 -0.0950 -0.0320 -0.0736
H -7.22513 0.69508 1.86717 0.0267 -0.0052 -0.0273
H -5.92808 0.76364 -0.61651 -0.1989 0.0696 -0.1097
H -3.13549 2.70672 2.44398 0.1046 -0.2610 0.1551
H -2.46345 3.32274 0.93175 -0.1728 0.0482 0.0781
H -0.09584 3.35365 0.79412 -0.0186 0.0761 -0.0077
H -0.64056 4.04067 2.36618 -0.0241 -0.0102 0.0174
H 2.19233 3.83766 1.39568 -0.0017 0.1742 0.0424
H 1.58168 4.55344 2.91630 -0.0315 -0.0183 0.0255
H 3.64027 3.82539 3.70363 0.1208 -0.0255 -0.0632
H 2.78099 2.27868 3.83665 0.0279 0.0903 0.1064
H 3.71570 1.67779 1.89093 -0.0149 -0.0755 -0.0656
H -4.44378 -1.29035 2.19670 0.0163 -0.0249 -0.0549
H -1.82137 -0.36402 4.41439 0.1505 0.0271 0.0796
C 1.96300 4.15817 -2.24544 0.0247 0.0211 -0.0230
C 3.01776 3.25654 -2.87898 -0.0466 -0.0162 0.0271
C 4.07910 2.77743 -1.89004 0.0184 -0.0052 0.0052
C 4.91962 3.88622 -1.25319 -0.0374 -0.0288 0.0338
C 5.67575 4.77256 -2.24124 0.0294 -0.0231 0.0003
C 6.69474 4.01243 -3.08430 -0.0274 0.0376 -0.0158
H 2.40342 5.07070 -1.83875 0.0061 0.0023 0.0048
H 1.20921 4.45495 -2.97567 -0.0167 -0.0140 0.0097
H 1.44880 3.63712 -1.43389 0.0041 -0.0082 -0.0042
H 3.49213 3.77677 -3.71627 0.0129 0.0025 0.0033
H 2.52240 2.38166 -3.30719 -0.0020 0.0052 -0.0052
H 4.73754 2.06229 -2.39079 -0.0006 -0.0003 -0.0014
H 3.58298 2.21861 -1.08947 -0.0012 -0.0029 0.0010
H 5.63577 3.42309 -0.56780 0.0039 0.0194 0.0121
H 4.27804 4.51353 -0.62818 0.0047 0.0041 0.0060
H 6.19224 5.55466 -1.67841 -0.0088 0.0157 -0.0106
H 4.97055 5.28864 -2.89913 -0.0131 0.0026 0.0112
H 7.43289 3.51873 -2.44842 -0.0090 -0.0232 -0.0027
H 7.22953 4.68528 -3.75614 0.0124 -0.0032 0.0053
H 6.21860 3.24730 -3.69940 0.0015 -0.0051 0.0028
C -0.04048 -8.87233 -2.33938 0.0393 0.0227 -0.0188
C 0.93978 -7.98526 -1.57862 -0.0180 -0.0412 0.0113
C 0.28419 -7.15846 -0.47353 0.0052 0.0151 0.0100
C -0.77680 -6.16730 -0.95560 -0.0278 -0.0033 0.0032
C -0.28655 -5.15499 -1.98954 0.0421 0.0751 0.0352
C 0.82421 -4.24388 -1.47305 -0.0502 -0.0152 -0.0662
H -0.80765 -8.28396 -2.84515 -0.0056 -0.0015 0.0028
H 0.47246 -9.46259 -3.09993 -0.0039 -0.0107 0.0057
H -0.54319 -9.56586 -1.66156 -0.0225 0.0124 0.0002
H 1.45725 -7.32644 -2.28152 0.0058 0.0118 0.0117
H 1.71332 -8.61308 -1.12861 0.0125 0.0059 -0.0123
H 1.06127 -6.62143 0.07666 -0.0066 0.0093 0.0018
H -0.17972 -7.83769 0.24892 0.0075 -0.0070 -0.0016
H -1.16323 -5.62421 -0.08690 0.0043 0.0131 -0.0040
H -1.62784 -6.71548 -1.37010 0.0065 -0.0100 0.0025
H -1.13458 -4.53714 -2.29571 -0.0029 -0.0182 -0.0382
H 0.05380 -5.66866 -2.89330 -0.0239 -0.0320 0.0073
H 0.49218 -3.68721 -0.59404 0.0172 -0.0046 0.0395
H 1.11889 -3.51997 -2.23422 0.0067 0.0129 0.0138
H 1.71575 -4.80913 -1.19711 -0.0023 -0.0003 0.0119
```
Positions in Å, forces in eV/Å.

Results
- Total energy: -2549.229460 Ha
- LUMO: -0.944 eV
- Orbital gap: 8.1 eV


2.
Density functional theory data (ωB97M-V/def2-TZVPD) for a structure of composition C21H45BNO14.

XYZ file:
```
82
Properties=species:S:1:pos:R:3:forces:R:3
O 3.53070 2.71398 2.99767 0.5674 -0.0215 -0.0019
B 3.15685 3.17245 1.77562 -0.7174 0.1485 0.0945
O 3.54323 4.42689 1.43679 0.2243 0.1166 -0.0293
C 2.21620 2.22635 0.85062 3.3821 8.6249 5.6341
N 0.78429 2.67830 0.70960 0.4357 4.0614 1.7248
C 0.49276 4.09700 0.27547 -0.1478 0.3954 0.3667
C -0.23283 4.79223 1.43973 0.3935 -0.1041 0.1829
C -0.36235 3.73853 2.56045 0.3344 0.1094 -0.1392
C -0.08902 2.39277 1.91182 -0.1999 0.0037 0.2642
H 3.67601 1.76289 3.03657 -0.3797 0.0202 0.2216
H 3.42082 4.67845 0.51819 -0.0611 0.0578 0.0921
H 2.62315 2.07567 -0.15020 5.7054 5.9379 1.0425
H 2.13626 1.25186 1.33558 0.8405 1.5647 -0.1501
H 0.39172 2.09580 -0.02658 0.3410 2.7322 0.7062
H 1.39899 4.63197 0.01776 0.1726 -0.2636 -0.0171
H -0.10567 4.03358 -0.63089 -0.1443 -0.0148 0.0184
H -1.17462 5.22659 1.11920 -0.0708 -0.0682 0.0397
H 0.41140 5.58142 1.82060 -0.2103 0.2449 -0.1272
H -1.32523 3.75429 3.06230 -0.0329 -0.0095 -0.0053
H 0.41206 3.93440 3.30292 -0.0944 -0.0433 0.0983
H 0.37773 1.65592 2.56172 0.0768 0.2600 -0.0810
H -1.00310 1.93197 1.53532 -0.0766 0.0713 -0.1432
C 0.96673 -2.64512 3.33804 -0.0976 -0.0116 -0.2165
C 2.26771 -2.42752 2.60410 0.2126 -0.1425 0.4346
O 2.04909 -1.96261 1.24518 -0.2733 0.8842 -0.0208
C 1.82373 -0.67641 1.08511 0.1883 -2.4233 -1.6367
O 1.82213 0.18269 1.94320 -0.9009 -3.3537 2.5723
O 1.62704 -0.44309 -0.22117 0.1043 -0.4781 0.7652
C 1.30234 0.90446 -0.54854 -3.2095 -6.1222 -5.6297
H 0.32115 -3.32516 2.78212 0.0132 -0.0243 0.0317
H 1.17501 -3.07915 4.31519 0.0325 0.0244 -0.0081
H 0.43418 -1.70528 3.48440 -0.0440 -0.0014 0.0202
H 2.81500 -3.35824 2.48186 -0.0196 0.0288 -0.0738
H 2.90847 -1.71744 3.12355 0.0304 -0.0202 -0.0093
H 2.03262 1.58185 -0.10149 -5.2546 -7.0942 -4.2377
H 0.30164 1.15958 -0.19914 -0.7141 -4.7874 -1.5355
H 1.33714 0.99283 -1.62930 -0.4058 -0.3081 -0.3459
C -1.22321 2.23506 -7.17508 0.0935 -0.0617 0.0348
C -2.22372 1.40826 -6.40121 -0.1304 0.1505 -0.1108
O -1.63390 0.18146 -5.91787 0.1497 0.0445 0.0941
C -0.91037 0.27823 -4.81215 -0.0869 -0.0607 -0.1686
O -0.70962 1.27799 -4.16528 0.0303 0.0529 0.0942
O -0.44273 -0.93638 -4.51240 -0.0086 0.0325 0.0807
C 0.33584 -0.96730 -3.31618 0.0361 -0.1230 -0.0246
H -0.78515 1.64645 -7.98114 -0.0378 0.0166 -0.0241
H -1.72064 3.10184 -7.61010 -0.0064 -0.0038 -0.0007
H -0.42204 2.58620 -6.52579 -0.0204 0.0197 0.0084
H -3.04092 1.07797 -7.03854 0.0216 -0.0568 0.0129
H -2.64147 1.95804 -5.55902 0.0513 -0.0143 0.0329
H -0.23104 -0.54201 -2.49114 0.0159 -0.0031 0.0308
H 1.26043 -0.40952 -3.46274 0.0055 0.0137 0.0416
H 0.56373 -2.00869 -3.11311 -0.0447 -0.0315 -0.0976
C 4.78871 -2.90112 8.44001 0.0057 0.1131 -0.0360
C 3.30164 -3.03246 8.20567 0.0958 -0.1949 0.0930
O 2.69678 -1.75239 7.91735 0.0744 0.1270 -0.1508
C 2.82372 -1.32236 6.67438 -0.2862 -0.0517 0.1838
O 3.34192 -1.89184 5.74625 0.2511 -0.4005 -0.0160
O 2.22436 -0.13378 6.55676 0.0345 0.0138 -0.0123
C 2.22354 0.31041 5.20481 -0.2539 0.2460 -0.1485
H 4.98759 -2.17002 9.22363 -0.0043 -0.0379 0.0260
H 5.19879 -3.86196 8.75030 -0.0058 -0.0055 0.0019
H 5.30049 -2.58598 7.53152 -0.0045 -0.0276 -0.0111
H 2.78894 -3.37524 9.10119 -0.0251 0.0660 0.0018
H 3.08080 -3.72266 7.39258 0.0027 0.0503 -0.0437
H 1.83193 -0.47224 4.55671 0.0642 0.1836 0.0343
H 3.23156 0.57987 4.88604 -0.0109 -0.0423 0.0479
H 1.57596 1.18266 5.16579 0.0443 0.0533 0.0978
C -3.29350 -3.37641 -5.93674 -0.1044 -0.0353 -0.0591
C -3.83041 -2.22959 -5.11060 0.1374 -0.0570 0.0536
O -5.13432 -1.81354 -5.56018 0.0107 0.0260 0.0204
C -6.15072 -2.55941 -5.12887 -0.0524 0.0021 -0.0310
O -6.07378 -3.50404 -4.38613 0.0159 -0.0033 0.0110
O -7.27495 -2.07395 -5.65404 0.0446 0.0062 0.0172
C -8.45812 -2.79672 -5.29482 -0.0721 0.0053 -0.0077
H -3.29536 -3.11494 -6.99539 0.0438 0.0175 0.0111
H -2.26845 -3.59629 -5.63688 0.0091 0.0093 -0.0014
H -3.89644 -4.27310 -5.79920 0.0116 0.0035 0.0303
H -3.20586 -1.34994 -5.23036 -0.0776 0.0045 -0.0250
H -3.88060 -2.49203 -4.05396 -0.0702 -0.0244 -0.0045
H -8.53743 -2.89207 -4.21425 0.0153 -0.0115 0.0008
H -8.44842 -3.78647 -5.74794 0.0184 -0.0101 0.0276
H -9.28693 -2.21470 -5.68527 0.0190 0.0052 -0.0169
```
Positions in Å, forces in eV/Å.

Results
- Total energy: -1959.698749 Ha
- Charge: +1
- LUMO: -2.611 eV
- Energy relative to the best compared isomer or geometry (same formula, charge and spin): 832.9 kJ/mol
- Orbital gap: 9.5 eV


Q: What is the total energy in the first record?
A: -2549.229460 Ha


Q: Which of these has the lowest orbital gap?
A: C21H45BNO12PS